(1)
This record from the OMol25 dataset describes a 15-piece molecular cluster, C30H95N5O15 overall in a non-equilibrium geometry. The level of theory is ωB97M-V/def2-TZVPD.

Output
E in hartree: -2602.25523
E_LUMO in eV: 0.02
HOMO energy in eV: -8.258
Maximum force in hartree/bohr: 0.032
Total charge: 0
Gap between HOMO and LUMO in Eh: 0.3043

Each line ends with the Mulliken charge.
Cartesian coordinates (Å):
O (24.36, 5.31, -4.61)  -0.53
H (23.94, 4.45, -4.70)  0.31
H (24.44, 5.64, -5.53)  0.18
O (23.64, 7.84, -8.93)  -0.59
H (23.98, 8.75, -8.90)  0.30
H (23.16, 7.79, -9.76)  0.20
O (21.54, 12.58, -9.69)  -0.62
H (21.82, 13.35, -9.17)  0.43
H (22.18, 12.51, -10.40)  0.26
O (23.05, 8.77, 1.23)  -0.68
H (22.71, 8.35, 2.03)  0.30
H (22.77, 8.17, 0.49)  0.47
O (24.54, 5.40, -1.60)  -0.70
H (24.40, 4.48, -1.37)  0.29
H (24.59, 5.39, -2.57)  0.37
C (20.04, 7.19, 0.21)  -1.22
C (21.16, 6.27, -0.28)  -0.14
C (20.58, 5.23, -1.25)  0.42
O (19.72, 4.38, -0.53)  -0.40
C (18.98, 3.48, -1.32)  -0.68
N (22.23, 7.04, -0.91)  -0.02
H (19.20, 6.64, 0.63)  0.50
H (19.63, 7.80, -0.60)  0.01
H (20.34, 7.88, 1.01)  0.29
H (21.65, 5.77, 0.56)  0.48
H (21.40, 4.66, -1.71)  0.41
H (20.06, 5.84, -2.00)  -0.47
H (18.32, 2.97, -0.61)  0.27
H (19.67, 2.73, -1.72)  0.30
H (18.39, 3.93, -2.12)  0.19
H (23.06, 6.48, -1.11)  0.45
H (21.99, 7.35, -1.86)  -0.37
C (20.62, 13.70, 0.67)  -1.26
C (20.39, 12.23, 1.05)  0.19
C (20.10, 11.37, -0.18)  1.00
O (18.79, 11.68, -0.63)  -0.47
C (18.55, 11.25, -1.95)  -0.16
N (21.57, 11.74, 1.79)  -0.78
H (21.45, 13.79, -0.03)  0.05
H (20.81, 14.23, 1.60)  0.38
H (19.74, 14.10, 0.16)  0.40
H (19.50, 12.24, 1.68)  0.33
H (20.22, 10.30, 0.02)  -0.26
H (20.85, 11.57, -0.95)  -0.31
H (17.49, 11.08, -2.11)  0.35
H (19.03, 10.31, -2.22)  -0.04
H (18.83, 12.02, -2.68)  0.06
H (22.43, 12.01, 1.28)  0.29
H (21.64, 10.73, 1.65)  0.35
C (17.91, 7.42, -3.31)  -0.78
C (17.61, 7.02, -4.75)  1.09
C (18.38, 5.80, -5.20)  -1.10
O (19.77, 6.03, -5.27)  0.01
C (20.58, 5.00, -5.75)  -0.91
N (16.19, 6.73, -4.86)  -0.80
H (18.96, 7.74, -3.24)  -0.37
H (17.75, 6.54, -2.69)  0.24
H (17.23, 8.18, -2.93)  0.52
H (17.90, 7.89, -5.36)  -0.10
H (18.06, 5.51, -6.22)  0.33
H (18.16, 4.93, -4.57)  0.29
H (20.31, 4.63, -6.75)  0.36
H (20.48, 4.15, -5.07)  0.36
H (21.61, 5.35, -5.82)  0.08
H (15.89, 6.80, -5.83)  0.29
H (15.69, 7.49, -4.42)  0.31
C (25.64, 12.57, -12.63)  -1.51
C (25.39, 11.36, -11.73)  0.96
C (25.06, 11.64, -10.27)  -0.57
O (24.99, 10.50, -9.44)  0.27
C (26.24, 9.91, -9.13)  -1.00
N (24.35, 10.51, -12.31)  -0.68
H (26.52, 13.14, -12.35)  0.36
H (24.82, 13.28, -12.49)  0.31
H (25.65, 12.33, -13.69)  0.38
H (26.33, 10.77, -11.76)  0.07
H (24.11, 12.17, -10.20)  -0.35
H (25.78, 12.34, -9.83)  0.43
H (26.91, 10.67, -8.70)  0.38
H (26.80, 9.52, -9.97)  0.28
H (26.06, 9.23, -8.30)  0.26
H (24.68, 10.16, -13.20)  0.26
H (24.05, 9.80, -11.67)  0.15
C (22.81, 9.64, -2.94)  -1.94
C (22.10, 9.01, -4.13)  1.20
C (22.83, 9.36, -5.43)  -1.15
O (22.66, 10.74, -5.68)  -0.22
C (23.37, 11.21, -6.82)  -0.20
N (21.86, 7.59, -3.90)  0.68
H (23.72, 9.07, -2.75)  0.43
H (22.15, 9.60, -2.08)  0.31
H (23.07, 10.69, -3.08)  0.06
H (21.10, 9.45, -4.23)  0.14
H (22.38, 8.76, -6.23)  0.18
H (23.89, 9.12, -5.30)  0.61
H (23.09, 10.71, -7.75)  -0.06
H (24.42, 11.01, -6.60)  0.34
H (23.21, 12.28, -6.88)  -0.02
H (22.74, 7.11, -4.09)  0.05
H (21.23, 7.21, -4.61)  -0.44
C (21.41, 16.79, -7.76)  -1.38
C (21.37, 15.26, -7.77)  0.12
O (22.68, 14.77, -8.10)  -0.63
H (21.54, 17.17, -8.77)  0.36
H (22.19, 17.19, -7.10)  0.34
H (20.48, 17.26, -7.43)  0.38
H (20.69, 14.98, -8.56)  0.41
H (21.08, 14.84, -6.81)  0.05
H (23.30, 15.01, -7.41)  0.30
C (19.95, 8.16, -8.42)  -0.54
C (19.92, 9.52, -7.77)  1.04
O (18.62, 10.07, -7.82)  -0.55
H (19.36, 8.14, -9.34)  0.39
H (19.70, 7.32, -7.77)  -0.05
H (20.95, 7.86, -8.77)  -0.07
H (20.62, 10.19, -8.30)  0.02
H (20.33, 9.49, -6.76)  -0.63
H (18.56, 10.61, -8.62)  0.37
C (25.06, 12.66, -1.68)  -1.25
C (23.94, 12.14, -0.78)  1.01
O (24.03, 12.69, 0.52)  -0.61
H (24.92, 12.30, -2.71)  0.17
H (26.08, 12.42, -1.37)  0.34
H (24.98, 13.75, -1.71)  0.43
H (23.97, 11.05, -0.78)  0.11
H (23.05, 12.45, -1.33)  -0.52
H (24.19, 13.63, 0.39)  0.35
C (20.75, 14.68, -3.55)  -1.15
C (21.75, 13.77, -4.25)  0.82
O (21.04, 12.80, -4.98)  -0.47
H (20.10, 13.98, -3.01)  0.03
H (20.08, 15.26, -4.18)  0.32
H (21.22, 15.35, -2.83)  0.39
H (22.44, 13.38, -3.49)  -0.33
H (22.32, 14.38, -4.97)  0.09
H (21.67, 12.12, -5.31)  0.45
C (24.71, 4.34, -8.47)  -0.92
C (25.64, 5.32, -7.75)  -0.35
O (24.88, 6.31, -7.07)  -0.56
H (25.27, 3.43, -8.69)  0.39
H (24.27, 4.74, -9.38)  0.26
H (23.96, 4.02, -7.75)  0.19
H (26.43, 5.72, -8.39)  0.32
H (26.20, 4.79, -6.97)  0.38
H (24.49, 6.92, -7.72)  0.27

(2)
This record from the OMol25 dataset describes C31H15F4N11ReS3Se as an isolated structure in a non-equilibrium geometry. The level of theory is ωB97M-V/def2-TZVPD.

Output
E in hartree: -5865.43041
E_LUMO (spin up / spin down) in eV: -7.52 / -7.98
HOMO energy (spin up / spin down) in eV: -12.162 / -13.123
Maximum force in hartree/bohr: 0.084
Total charge: +2
Gap between HOMO and LUMO (spin up / spin down) in Eh: 0.1705 / 0.1888
Spin multiplicity: 4

Each line ends with the natural charge from an NBO analysis.
Cartesian coordinates (Å):
Re (-5.88, -16.50, 10.42)  0.86
S (-3.63, -20.23, 10.96)  0.23
C (-3.05, -18.68, 11.01)  -0.31
S (-4.17, -17.40, 11.77)  0.10
C (-1.57, -18.29, 10.55)  0.25
C (-0.62, -18.92, 11.48)  0.13
N (0.21, -18.84, 12.70)  -0.13
C (-0.65, -18.32, 8.06)  0.25
N (-0.07, -17.86, 7.19)  -0.20
N (-5.05, -12.53, 9.70)  -0.45
C (-3.95, -12.64, 10.60)  0.09
C (-3.07, -11.66, 11.05)  -0.22
C (-2.10, -11.96, 11.99)  -0.16
C (-1.85, -13.32, 12.29)  -0.16
C (-2.74, -14.30, 11.79)  -0.21
C (-3.87, -13.93, 11.05)  0.17
N (-4.99, -14.65, 10.49)  -0.56
C (-5.73, -13.69, 9.82)  0.43
C (-6.91, -14.12, 9.10)  0.04
C (-7.87, -13.43, 8.39)  -0.35
S (-9.18, -14.44, 7.92)  0.62
C (-8.42, -15.77, 8.68)  -0.12
N (-7.22, -15.47, 9.29)  -0.48
H (-5.45, -11.68, 9.31)  0.45
H (-3.09, -10.61, 10.68)  0.25
H (-1.59, -11.24, 12.63)  0.25
H (-1.01, -13.55, 12.96)  0.26
H (-2.70, -15.36, 12.00)  0.24
H (-7.92, -12.40, 8.52)  0.26
H (-8.88, -16.71, 8.84)  0.25
C (-9.13, -14.91, 12.32)  -0.42
N (-9.78, -16.16, 12.07)  -0.32
C (-11.15, -16.38, 11.81)  -0.06
C (-11.26, -17.73, 11.65)  -0.02
N (-10.06, -18.35, 11.83)  -0.30
C (-9.82, -19.74, 11.59)  -0.43
C (-9.11, -17.34, 11.94)  0.23
Se (-7.20, -17.51, 12.10)  0.21
H (-8.54, -14.58, 11.40)  0.20
H (-8.47, -14.90, 13.21)  0.25
H (-9.88, -14.12, 12.46)  0.25
H (-11.90, -15.62, 11.88)  0.27
H (-12.12, -18.25, 11.34)  0.25
H (-8.80, -20.03, 11.88)  0.25
H (-10.09, -19.98, 10.55)  0.24
H (-10.60, -20.27, 12.19)  0.25
F (-3.27, -21.98, 6.85)  -0.25
C (-2.75, -21.10, 7.66)  0.41
C (-1.40, -21.29, 8.16)  0.38
F (-0.83, -22.39, 7.58)  -0.27
C (-0.81, -20.41, 9.09)  -0.04
C (-1.41, -19.01, 9.13)  -0.28
C (-2.75, -18.92, 8.56)  0.59
F (-3.23, -17.64, 8.40)  -0.34
C (-3.43, -19.87, 7.95)  -0.23
C (-4.81, -19.64, 7.58)  -0.23
C (-5.51, -18.67, 8.22)  0.44
N (-5.68, -17.83, 9.10)  -0.50
C (-5.67, -20.44, 6.81)  0.23
N (-6.51, -20.96, 6.24)  -0.23
F (-1.38, -16.98, 10.36)  -0.30
C (0.33, -20.60, 9.85)  -0.15
C (0.40, -19.85, 11.01)  0.18
N (1.06, -19.82, 12.27)  -0.08
C (1.51, -21.22, 9.43)  0.22
N (2.42, -21.73, 8.91)  -0.17

Q: Which ΔE to the lowest compared entry with this formula, charge and spin values were calculated for the entries above? A: 0.0000, 0.2591, in eV.